i:
One molecule with the formula C20H22BrN3O3, computed with the ωB97M-V functional and the def2-TZVPD basis.

Results
LUMO energy: 0.5028 eV
HOMO energy: -8.7 eV
SMILES string: CCCCC(=O)Nc1ccc(C(=O)NNC(=O)c2ccc(C)c(Br)c2)cc1

Last column: Löwdin charge in e.
CARTESIAN COORDINATES (ANGSTROEM)
C: -5.619 -0.498 -0.523  -0.101
C: -4.390 -0.221 0.335  -0.279
C: -3.754 -1.495 0.890  -0.212
H: -3.112 -1.235 1.734  0.078
H: -4.540 -2.156 1.260  0.112
C: -2.931 -2.250 -0.165  -0.105
C: -1.610 -1.567 -0.463  -0.477
O: -1.439 -0.816 -1.398  0.066
N: -0.633 -1.898 0.436  0.129
C: 0.737 -1.645 0.374  -0.226
C: 1.370 -1.255 -0.804  0.004
C: 2.739 -1.075 -0.825  -0.023
C: 3.503 -1.266 0.322  -0.155
C: 2.871 -1.676 1.492  -0.004
C: 1.504 -1.861 1.518  -0.010
H: 1.022 -2.178 2.432  0.116
H: 3.463 -1.835 2.380  0.129
C: 4.979 -1.040 0.353  -0.434
O: 5.783 -1.840 0.769  0.097
N: 5.391 0.169 -0.164  0.084
N: 4.494 1.206 -0.386  0.058
C: 3.657 1.583 0.647  -0.436
O: 3.975 1.452 1.805  0.109
C: 2.316 2.041 0.200  -0.141
C: 2.039 2.633 -1.027  -0.024
C: 0.728 2.829 -1.416  -0.023
C: -0.344 2.431 -0.623  -0.294
C: -0.038 1.884 0.619  -0.580
C: 1.262 1.698 1.039  -0.067
H: 1.483 1.258 2.000  0.115
Br: -1.418 1.329 1.798  0.846
C: -1.745 2.542 -1.117  -0.068
H: -1.808 3.224 -1.961  0.082
H: -2.071 1.554 -1.447  0.067
H: -2.421 2.879 -0.333  0.061
H: 0.520 3.282 -2.374  0.115
H: 2.839 2.960 -1.675  0.114
H: 4.122 1.244 -1.328  0.123
H: 6.352 0.431 0.032  0.159
H: 3.217 -0.813 -1.758  0.122
H: 0.787 -1.100 -1.697  0.109
H: -0.935 -2.387 1.268  0.145
H: -2.735 -3.268 0.179  0.118
H: -3.496 -2.301 -1.096  0.116
H: -4.675 0.419 1.172  0.104
H: -3.650 0.317 -0.256  0.072
H: -5.364 -1.094 -1.396  0.067
H: -6.052 0.437 -0.871  0.071
H: -6.374 -1.032 0.050  0.073

ii:
One molecule with the formula C20H22BrN3O3, computed with the ωB97M-V functional and the def2-TZVPD basis.

Results
LUMO energy: -1.0096 eV
HOMO energy: -7.2 eV
SMILES string: COc1ccc(N2CCN(C(=O)CNC(=O)c3cccc(Br)c3)CC2)cc1

Last column: Löwdin charge in e.
CARTESIAN COORDINATES (ANGSTROEM)
C: -3.526 2.702 0.013  -0.006
H: -4.467 2.660 -0.383  0.049
O: -2.759 1.832 -0.884  -0.112
C: -1.502 1.603 -0.771  -0.323
C: -0.900 0.621 -1.813  0.061
C: 0.388 0.543 -1.591  -0.025
C: 1.148 1.190 -0.556  -0.344
C: 0.569 2.152 0.084  -0.063
C: -0.835 2.310 0.112  -0.052
H: -1.194 2.882 0.938  0.103
H: 1.112 2.875 0.954  0.177
N: 2.535 1.396 -0.840  0.002
C: 3.366 0.569 -1.989  -0.126
H: 2.740 0.917 -2.726  0.060
H: 4.224 1.355 -2.170  0.149
C: 3.716 -0.740 -1.491  -0.236
N: 3.041 -1.439 -0.483  0.033
C: 2.146 -2.362 -0.720  -0.440
O: 2.141 -2.649 -1.989  -0.070
C: 1.382 -2.892 0.484  -0.100
N: 0.010 -2.442 0.315  0.087
C: -0.473 -1.404 1.438  -0.288
O: 0.380 -0.924 2.193  0.051
C: -1.853 -1.052 1.371  -0.073
C: -2.581 -1.124 -0.173  -0.033
C: -3.814 -0.856 0.081  -0.777
C: -4.449 -0.480 1.211  -0.101
C: -3.631 0.061 2.300  -0.038
C: -2.422 -0.529 2.433  -0.081
H: -1.672 -0.375 3.251  0.153
H: -4.079 0.472 3.161  0.098
H: -5.525 -0.013 1.079  0.141
Br: -4.932 -1.073 -1.444  0.772
H: -2.207 -1.855 -0.859  0.098
H: -0.581 -2.810 -0.335  0.057
H: 1.917 -2.555 1.372  0.112
H: 1.404 -4.009 0.001  0.182
C: 3.160 -0.575 1.001  0.005
H: 2.257 -0.699 1.368  0.015
H: 3.925 -0.855 1.360  0.015
C: 3.399 0.847 0.641  -0.016
H: 2.775 1.543 1.569  0.184
H: 4.275 1.152 0.398  0.015
H: 3.589 -1.474 -2.471  0.186
H: 4.737 -0.682 -1.400  0.094
H: 1.038 -0.114 -2.369  0.161
H: -1.447 0.181 -2.353  0.001
H: -3.375 2.320 1.035  0.083
H: -3.151 3.798 -0.353  0.158

i takes first place; second place is 1567.5 kJ/mol up.

i:
C5H15N3O as an isolated structure, computed with the ωB97M-V functional and the def2-TZVPD basis.

Results
LUMO energy: 0.6552 eV
HOMO energy: -7.2 eV

Last column: Löwdin charge in e.
CARTESIAN COORDINATES (ANGSTROEM)
C: 1.670 -0.208 -0.284  -0.386
C: 2.204 1.027 -0.990  -0.140
N: 1.624 -1.369 -1.178  -0.044
H: 1.771 -1.192 -2.164  0.051
H: 0.764 -1.895 -1.056  0.026
H: 2.397 -0.460 0.505  0.070
H: 0.506 -0.332 0.554  0.156
H: 2.298 1.874 -0.311  0.064
H: 1.548 1.341 -1.807  0.054
H: 3.174 0.852 -1.469  0.065
C: -0.663 0.863 1.981  -0.061
C: -1.968 -1.042 1.180  -0.057
N: -0.897 -0.077 0.877  -0.244
C: -0.988 0.603 -0.462  -0.543
N: -1.381 -0.220 -1.504  0.179
O: -0.766 1.788 -0.589  0.075
H: -1.303 -1.227 -1.451  0.088
H: -1.521 0.291 -2.362  0.116
H: -1.557 1.431 2.233  0.095
H: 0.142 1.531 1.685  0.088
H: -0.307 0.285 2.835  0.094
H: -1.801 -1.477 2.164  0.089
H: -1.995 -1.820 0.420  0.072
H: -2.953 -0.566 1.192  0.092

ii:
A 2-piece molecular cluster, C5H15N3O overall, computed with the ωB97M-V functional and the def2-TZVPD basis.

Results
LUMO energy: 0.9668 eV
HOMO energy: -9.1 eV
SMILES string: CN(C)C(N)=O.CCN

Last column: Löwdin charge in e.
CARTESIAN COORDINATES (ANGSTROEM)
C: -1.094 1.009 -0.484  -0.347
C: -2.300 1.359 -1.354  -0.114
N: -1.070 1.686 0.816  -0.028
H: -1.912 1.439 1.329  0.070
H: -1.091 2.698 0.696  0.067
H: -0.180 1.311 -1.007  0.096
H: -1.096 -0.185 -0.306  0.116
H: -3.222 1.028 -0.875  0.068
H: -2.219 0.868 -2.323  0.066
H: -2.375 2.436 -1.531  0.064
C: 1.453 -1.605 -1.225  -0.046
C: 2.404 -0.378 0.688  -0.057
N: 1.334 -1.189 0.154  -0.153
C: 0.169 -1.384 0.820  -0.610
N: 0.079 -0.774 2.057  0.140
O: -0.826 -1.895 0.271  -0.031
H: -0.812 -0.973 2.489  0.101
H: 0.264 0.226 2.038  0.072
H: 0.577 -2.196 -1.481  0.087
H: 2.485 -0.535 1.762  0.086
H: 2.345 -2.219 -1.358  0.088
H: 1.505 -0.734 -1.886  0.089
H: 2.242 0.687 0.489  0.090
H: 3.339 -0.683 0.220  0.086

ii takes first place; second place is 211.5 kJ/mol up.

i:
A 2-piece molecular cluster, C2H3ClF2S overall, computed with the ωB97M-V functional and the def2-TZVPD basis.

Results
LUMO energy: 0.6369 eV
HOMO energy: -9.0 eV
SMILES string: FC(F)=CS.Cl

Last column: Löwdin charge in e.
CARTESIAN COORDINATES (ANGSTROEM)
C: -0.363 -0.021 -0.827  -0.366
C: -0.130 -1.035 0.013  -0.430
F: -0.152 -1.104 1.306  0.144
F: 0.258 -2.300 -0.432  0.032
S: -0.141 -0.124 -2.658  0.743
Cl: 0.114 2.850 2.509  0.233
H: -0.566 0.998 -0.533  0.054
H: 0.964 2.137 3.206  -0.220
H: 0.015 -1.400 -2.584  -0.190

ii:
A 2-piece molecular cluster, C2H3ClF2S overall, computed with the ωB97M-V functional and the def2-TZVPD basis.

Results
LUMO energy (spin up / spin down): -2.3601 / -2.3909 eV
HOMO energy (spin up / spin down): -9.0 / -9.0 eV

Last column: Löwdin charge in e.
CARTESIAN COORDINATES (ANGSTROEM)
C: 0.442 0.052 0.396  -0.482
C: 1.256 -1.125 0.014  -0.388
F: 1.586 -2.047 0.869  0.196
F: 1.362 -1.589 -1.276  0.129
S: -1.196 -0.689 0.304  0.842
Cl: 3.612 0.794 0.155  -0.373
H: 0.437 0.552 1.400  0.117
H: 0.506 0.684 -0.587  0.130
H: -1.231 -0.858 -0.934  -0.170

i takes first place; second place is 212.4 kJ/mol up.

i:
A 3-piece molecular cluster, C4H9NO2 overall, computed with the ωB97M-V functional and the def2-TZVPD basis.

Results
LUMO energy: 0.7224 eV
HOMO energy: -8.6 eV
SMILES string: c1cc[nH]c1.O.O

Last column: Löwdin charge in e.
CARTESIAN COORDINATES (ANGSTROEM)
C: -1.034 1.154 -0.205  -0.109
C: -0.713 0.415 -1.326  -0.138
N: 0.364 1.017 -1.929  -0.001
C: 0.986 1.859 -1.015  -0.124
C: 0.079 2.059 -0.013  -0.136
H: -1.582 0.593 0.539  0.083
H: -1.010 -0.548 -1.695  0.106
H: 0.630 1.096 -2.888  0.136
H: 2.027 2.126 -1.064  0.106
H: 0.044 2.894 0.673  0.092
H: 0.825 0.519 2.051  0.015
H: -0.458 0.116 2.732  0.033
O: 0.337 -0.255 2.337  -0.061
H: -0.332 -3.668 0.307  0.030
H: 0.199 -4.743 1.138  0.034
O: -0.359 -4.633 0.358  -0.065

ii:
One molecule with the formula C4H9NO2, computed with the ωB97M-V functional and the def2-TZVPD basis.

Results
LUMO energy: 0.8801 eV
HOMO energy: -9.8 eV
SMILES string: C[C@@H](O)CNC=O

Last column: Löwdin charge in e.
CARTESIAN COORDINATES (ANGSTROEM)
C: 0.735 2.188 0.204  -0.050
C: -0.203 1.033 -0.112  -0.458
O: -0.087 0.769 -1.495  -0.034
C: 0.130 -0.227 0.697  -0.138
N: -0.715 -1.373 0.321  0.013
C: -0.376 -2.492 -0.329  -0.377
O: -1.324 -3.265 -0.477  -0.028
H: 0.692 2.454 1.265  0.083
H: 0.454 3.067 -0.385  0.084
H: 1.767 1.926 -0.053  0.086
H: -1.235 1.325 0.139  0.142
H: -0.699 0.047 -1.693  0.088
H: 1.185 -0.484 0.497  0.134
H: 0.053 -0.016 1.770  0.123
H: -1.714 -1.803 0.385  0.188
H: 0.641 -2.684 -0.687  0.142

ii takes first place; second place is 71.6 kJ/mol up.